Record 1
14
Properties=species:S:1:pos:R:3:forces:R:3 method="wB97M-V/def2-TZVPD" lumo_energy_ha=0.0338 relative_energy_kcal_mol=49.9 largest_force_ev_per_a=3.3 multiplicity=1 charge=0 orbital_gap_ev=9.403 homo_ev=-8.48
C -0.38147 -1.26880 -0.12255 2.51 -0.42 -1.00
C 0.22230 0.09651 0.16670 -2.54 -0.68 0.23
C 1.39820 0.65394 -0.53587 0.42 1.57 0.51
H 0.28695 -1.62703 -0.91669 -0.53 -0.31 -0.29
H -1.40993 -1.32816 -0.51579 0.35 0.15 0.62
H -0.09814 -1.96237 0.69405 -0.96 0.34 -0.03
H 1.49478 1.71992 -0.12291 0.14 -1.50 -0.82
H 2.26720 0.07540 -0.22978 0.34 0.09 -0.13
H 0.26034 1.20977 -2.57954 0.23 -0.08 0.02
H -2.06116 -0.34568 1.48039 0.34 -0.44 -0.85
H -1.71453 1.03736 2.26387 -1.51 2.13 1.98
N -0.34971 0.80808 1.06037 1.92 0.67 -1.49
N -1.36437 0.32907 1.74159 -0.22 -1.63 0.53
S 1.44956 0.60200 -2.38385 -0.48 0.11 0.73


Record 2
49
Properties=species:S:1:pos:R:3:forces:R:3 method="wB97M-V/def2-TZVPD" lumo_energy_ha=-0.1410 largest_force_ev_per_a=1.4 multiplicity=1 charge=+1 orbital_gap_ev=8.141 homo_ev=-11.98
O -3.07258 -0.46511 1.99825 -0.11 1.01 -0.34
B -2.71470 -1.21217 0.92136 -0.21 -0.37 -0.02
O -3.27323 -2.45139 0.76093 -0.92 0.34 -0.59
C -1.59250 -0.72135 -0.12382 -0.06 -0.05 0.92
C -0.63644 0.33694 0.44588 0.52 -0.11 -0.08
N -0.63725 1.59951 -0.36799 -1.10 -0.69 0.20
C -2.02341 2.02252 -0.73088 -0.13 1.40 0.01
S -1.91722 3.44155 -1.87265 0.02 -0.22 -0.23
Cl -2.83618 2.56925 0.75263 0.10 -0.30 0.16
C -2.75790 0.90545 -1.46643 -0.09 -0.19 -0.29
O -2.14588 -0.35394 -1.38766 0.37 0.15 -0.17
H -4.03291 -0.39054 2.11261 0.33 -0.51 0.48
H -3.78376 -2.54335 -0.05957 0.51 -0.46 0.12
H -0.98932 -1.59989 -0.31869 0.08 -0.17 -0.33
H 0.37923 -0.03715 0.42446 0.26 0.09 -0.09
H -0.85256 0.60289 1.47257 -0.31 0.14 0.11
H -0.23615 2.34778 0.19623 0.41 0.07 -0.32
H -0.11841 1.45994 -1.25114 0.46 0.12 0.35
H -1.74537 4.40036 -0.95333 0.02 -0.05 0.11
H -2.75059 1.16650 -2.52059 -0.03 -0.12 -0.23
H -3.80124 0.90480 -1.15806 -0.13 -0.05 0.26
C 2.98331 2.79131 -6.21138 0.00 0.00 0.02
C 2.08550 1.80357 -5.82642 0.05 0.08 -0.03
C 1.89127 1.52944 -4.48493 -0.14 -0.13 -0.03
C 2.60406 2.25933 -3.54743 0.00 -0.05 -0.15
C 3.50817 3.24313 -3.91147 0.13 0.15 0.07
C 3.69478 3.50628 -5.25635 -0.06 -0.05 -0.07
N 2.39449 1.99150 -2.12828 0.10 0.00 0.10
O 1.59554 1.09992 -1.81158 -0.03 0.10 -0.19
O 3.00028 2.64433 -1.31563 -0.11 -0.04 -0.02
H 3.13011 3.00403 -7.26130 0.01 0.00 -0.01
H 1.53766 1.24669 -6.57284 -0.01 -0.02 0.00
H 1.19937 0.75882 -4.18088 0.03 0.00 0.09
H 4.05810 3.79557 -3.16470 -0.04 -0.04 0.08
H 4.39527 4.27047 -5.56032 0.02 0.01 0.01
C -0.80515 -3.68079 3.06932 0.01 0.03 -0.01
C -0.92310 -2.44259 3.68996 0.15 -0.19 -0.02
C -0.15975 -2.14911 4.80874 -0.07 0.19 -0.05
C 0.71786 -3.10333 5.28495 -0.08 -0.05 -0.14
C 0.84706 -4.34182 4.68520 0.06 -0.18 -0.03
C 0.07697 -4.62911 3.56963 -0.05 0.09 -0.03
N 1.54617 -2.78511 6.46020 0.12 0.05 0.18
O 1.39447 -1.69223 6.97174 0.03 -0.13 -0.07
O 2.33032 -3.63082 6.83893 -0.10 0.10 -0.04
H -1.40553 -3.90847 2.19766 -0.04 -0.02 0.01
H -1.61266 -1.70470 3.31390 -0.10 0.04 0.07
H -0.24799 -1.19143 5.29909 0.08 -0.03 0.09
H 1.53610 -5.07340 5.07900 0.04 0.06 0.09
H 0.16570 -5.59409 3.09106 0.01 -0.02 0.01


Record 3
117
Properties=species:S:1:pos:R:3:forces:R:3 method="wB97M-V/def2-TZVPD" lumo_energy_ha="-0.0145 / -0.0145" relative_energy_kcal_mol=0.0 largest_force_ev_per_a=1.1 s2=3.753 multiplicity=4 charge=0 orbital_gap_ev="6.328 / 6.337" homo_ev="-6.72 / -6.73"
Nd -21.20529 10.27744 3.06783 -0.71 0.09 -0.14
Se -19.03201 11.06807 4.89520 0.64 0.34 0.08
P -18.05297 11.20858 2.95047 -0.29 -0.07 0.02
Se -19.20756 10.96636 1.12922 0.82 0.19 -0.18
C -17.24125 12.81018 2.99721 0.20 0.23 0.02
C -17.61332 13.85712 2.16951 0.11 0.13 0.10
C -16.98223 15.09165 2.30993 -0.17 0.09 -0.16
C -16.00293 15.27697 3.27071 0.07 0.06 0.01
C -15.63118 14.21875 4.09888 0.05 0.03 -0.07
C -16.25351 12.98908 3.96561 0.19 0.26 0.04
C -16.66645 10.04735 2.84975 0.21 -0.13 0.17
C -16.42414 9.06498 3.80178 0.43 -0.02 -0.37
C -15.30702 8.23117 3.66124 -0.26 0.28 0.04
C -14.43751 8.39590 2.58900 -0.05 -0.18 -0.12
C -14.69468 9.37723 1.63035 -0.10 -0.08 0.20
C -15.80257 10.19541 1.76829 0.13 -0.11 -0.17
H -18.41039 13.71950 1.44869 0.07 -0.05 -0.02
H -17.27074 15.91468 1.65983 0.03 -0.11 0.13
H -15.53220 16.25210 3.37625 -0.02 -0.19 0.00
H -14.84423 14.35363 4.83352 -0.11 0.00 0.00
H -15.98199 12.17512 4.63164 -0.04 0.02 -0.11
H -17.10539 8.96627 4.63193 -0.04 -0.04 0.12
H -15.12883 7.46702 4.40813 0.06 -0.03 -0.04
H -13.57902 7.73434 2.47658 -0.15 0.18 0.07
H -14.05211 9.51189 0.76935 0.09 -0.08 0.08
H -16.00247 10.94163 1.00880 -0.06 0.06 0.05
N -22.26222 9.50858 5.01188 0.10 0.21 0.20
S -22.68414 8.73206 6.14509 -0.15 0.11 0.06
N -22.49087 7.10946 6.15526 0.07 -0.61 -0.19
S -22.49893 6.18837 4.89444 -0.37 -0.11 0.38
N -21.57707 6.33749 3.69857 0.26 0.03 -0.33
S -20.03567 6.97795 3.55453 0.09 -0.57 0.06
N -19.79759 8.38874 3.48274 0.10 0.21 0.13
C -19.46133 6.08839 2.12113 0.07 -0.31 -0.39
C -20.26830 5.24402 1.36657 0.17 -0.03 -0.01
C -19.75240 4.67015 0.20582 0.21 0.12 0.10
C -18.44914 4.94634 -0.19524 -0.15 -0.07 0.12
C -17.65517 5.80920 0.55719 -0.06 0.09 -0.11
C -18.15700 6.40202 1.70537 -0.43 -0.12 0.14
C -19.18636 6.21796 4.92151 0.11 -0.30 0.45
C -19.01930 4.83985 5.01647 0.07 -0.15 -0.21
C -18.35101 4.31092 6.11200 -0.04 -0.13 0.06
C -17.86318 5.14563 7.11574 -0.18 0.12 -0.31
C -18.04749 6.52063 7.01276 -0.24 0.02 -0.11
C -18.72244 7.07098 5.92031 0.16 -0.15 -0.05
C -22.32020 4.57829 5.66482 -0.05 -0.17 -0.02
C -22.36860 3.44300 4.84218 -0.03 0.14 0.16
C -22.28500 2.18854 5.43412 -0.08 0.09 0.13
C -22.17765 2.05899 6.82359 -0.03 0.18 -0.46
C -22.12431 3.19678 7.60783 0.11 0.11 0.58
C -22.19086 4.46832 7.04104 -0.07 -0.18 -0.01
C -24.12005 6.07060 4.13713 -0.38 -0.04 0.04
C -24.30402 6.64924 2.88763 -0.33 0.03 0.05
C -25.60419 6.65180 2.35186 0.35 0.07 0.28
C -26.66741 6.09790 3.04920 0.21 -0.10 0.19
C -26.45607 5.49279 4.29114 0.27 0.09 0.00
C -25.18290 5.47920 4.84430 0.17 0.11 -0.37
C -21.93401 9.09148 7.73668 -0.12 -0.20 0.21
C -22.56725 8.60576 8.87755 0.10 0.14 0.07
C -22.05412 8.91055 10.12351 0.11 -0.03 0.20
C -20.90359 9.68871 10.24683 -0.22 -0.13 -0.33
C -20.27933 10.15298 9.09758 0.04 0.24 -0.28
C -20.78546 9.86985 7.82327 -0.39 -0.21 0.25
C -24.42606 8.94091 6.50479 -0.38 -0.20 0.31
C -25.22341 7.88100 6.93227 -0.07 0.19 0.04
C -26.57618 8.08490 7.17618 0.07 0.09 0.02
C -27.11187 9.35739 7.02843 -0.03 0.04 -0.18
C -26.30810 10.41670 6.61922 -0.19 0.16 0.05
C -24.96377 10.21907 6.34468 0.16 -0.23 -0.08
H -21.29349 5.05646 1.65866 0.06 0.03 0.05
H -20.36711 4.00957 -0.39139 -0.05 0.04 0.02
H -18.06320 4.48984 -1.10337 -0.02 0.12 0.15
H -16.65315 6.06301 0.22471 -0.11 -0.07 0.07
H -17.55762 7.12008 2.25365 -0.06 -0.03 0.05
H -19.37139 4.17575 4.22104 0.06 0.27 0.24
H -18.21587 3.23537 6.18089 0.02 0.13 0.00
H -17.33876 4.72227 7.96361 -0.02 0.04 -0.02
H -17.68095 7.17485 7.79199 0.03 0.04 0.00
H -18.86137 8.14842 5.81524 -0.04 -0.18 -0.01
H -22.51034 3.52478 3.76241 0.13 0.11 0.31
H -22.33463 1.30029 4.81685 0.01 0.05 -0.02
H -22.16067 1.07378 7.27481 0.07 0.08 -0.02
H -22.03363 3.11401 8.69587 -0.05 0.00 -0.43
H -22.17207 5.34884 7.67338 0.06 -0.04 -0.19
H -23.47303 7.13152 2.35661 -0.32 -0.22 0.14
H -25.77782 7.12971 1.39800 0.08 0.00 -0.09
H -27.66858 6.13096 2.63723 0.05 -0.01 -0.04
H -27.28198 5.04336 4.83601 0.13 0.07 -0.10
H -25.02628 5.00113 5.80255 0.10 0.02 0.02
H -23.48199 8.03290 8.80999 0.06 -0.03 -0.05
H -22.56812 8.54092 11.00142 0.05 0.04 0.05
H -20.52213 9.94441 11.22918 0.02 -0.02 -0.12
H -19.41277 10.79852 9.17656 0.03 -0.09 -0.01
H -20.32445 10.25882 6.92319 -0.02 -0.05 0.07
H -24.79155 6.90335 7.08362 0.07 0.01 -0.03
H -27.20772 7.25712 7.48707 0.11 0.10 -0.04
H -28.17115 9.52391 7.19008 0.08 -0.01 0.09
H -26.74473 11.40756 6.48988 0.16 -0.26 0.02
H -24.35290 11.03827 5.97616 0.04 -0.12 0.06
Cl -26.51125 15.25157 4.21999 0.06 -0.01 0.00
C -25.02433 14.39998 3.86370 -0.23 -0.08 0.04
C -23.84535 15.08142 3.86009 0.17 0.35 0.11
C -22.62792 14.43001 3.59534 -0.81 0.39 0.06
I -20.79571 15.39020 3.58140 -0.03 0.22 0.08
C -22.61724 13.08863 3.28899 -0.02 0.04 0.10
O -21.52228 12.49653 3.02120 0.32 -0.43 -0.26
C -23.86893 12.36121 3.29688 0.18 -0.05 -0.06
N -23.82024 11.03847 3.00509 0.25 0.11 -0.05
C -24.92638 10.33459 2.99283 0.15 0.19 0.14
C -26.17888 10.89280 3.30688 0.02 0.08 -0.11
C -26.24510 12.22710 3.60229 -0.30 -0.07 -0.17
C -25.07185 13.00785 3.59017 -0.47 0.48 0.21
H -23.85608 16.14271 4.07320 0.03 -0.01 0.00
H -24.81561 9.28880 2.74168 -0.03 -0.06 -0.04
H -27.07118 10.27679 3.31120 0.10 0.01 -0.03
H -27.20125 12.69715 3.81308 0.16 -0.03 0.04
Br -22.24339 8.81283 0.97190 -0.40 -0.60 -0.77


Record 4
24
Properties=species:S:1:pos:R:3:forces:R:3 method="wB97M-V/def2-TZVPD" lumo_energy_ha=0.0364 relative_energy_kcal_mol=17.2 largest_force_ev_per_a=4.5 smiles=PN1CCC[C@@H]1c1ccc[nH]1 multiplicity=1 charge=0 orbital_gap_ev=8.891 homo_ev=-7.90
C 0.68858 -1.15336 3.13459 -1.58 0.69 1.09
C 1.22931 -0.80916 1.92085 0.78 0.37 -2.98
C -0.59607 -0.61783 3.17418 0.35 1.13 -0.71
C 0.26638 -0.11449 1.16029 0.50 -0.71 2.56
C 1.10415 0.40523 -2.32159 -0.79 -0.23 1.79
C 1.59879 0.54955 -0.85182 -1.73 2.37 -0.87
C -0.45026 0.61982 -2.33494 0.22 -0.13 -0.04
C 0.26934 0.45969 -0.13756 -2.51 1.75 -1.60
N -0.80446 0.05766 1.98617 -1.13 0.19 -0.09
N -0.87935 -0.28788 -1.25972 4.11 1.61 0.95
P -2.40273 -0.45459 -0.61428 -1.48 1.25 -0.68
H 1.13665 -1.55895 4.01149 0.42 -0.45 0.15
H 2.22240 -1.00121 1.49545 -0.49 -0.19 0.58
H -1.22113 -0.38574 4.01158 -0.34 -0.43 0.20
H 1.76702 0.95997 -2.89873 0.48 1.18 -1.69
H 1.21204 -0.61627 -2.52972 0.20 -1.49 -0.81
H 2.31379 -0.07483 -0.41573 0.91 -1.83 -0.14
H 2.12801 1.54135 -0.74700 -1.13 -0.55 0.17
H -0.81891 1.64728 -2.17094 0.56 0.08 0.35
H -0.90824 0.40624 -3.28551 0.04 -0.75 -0.53
H -0.25571 1.50351 -0.19105 1.04 -1.63 0.62
H -1.65225 0.56977 1.61901 1.25 -1.16 1.14
H -2.74876 -1.71573 -1.02815 -0.08 -1.12 -0.16
H -3.19860 0.06997 -1.72688 0.40 0.03 0.70


Record 5
68
Properties=species:S:1:pos:R:3:forces:R:3 method="wB97M-V/def2-TZVPD" lumo_energy_ha=-0.1327 largest_force_ev_per_a=1.9 multiplicity=1 charge=+1 orbital_gap_ev=8.218 homo_ev=-11.83
C 0.47706 0.79680 -2.05805 -0.19 -0.02 0.48
C 0.22891 -0.66856 -2.47915 0.39 0.90 -0.08
Cl -1.39761 -0.71705 -3.23973 0.52 -0.11 0.33
C 1.28154 -1.23844 -3.48135 -1.49 -0.96 0.22
Cl 0.69012 -2.85664 -4.02596 0.63 0.53 0.07
N 2.56409 -1.45172 -2.79096 -1.48 0.67 -1.02
C 3.17828 -2.52637 -2.33923 0.95 -0.39 0.53
N 4.34880 -2.21414 -1.74121 -0.69 0.18 -0.63
C 4.42142 -0.88925 -1.87426 0.27 0.44 -0.23
N 5.36297 -0.00803 -1.47894 0.16 0.22 0.39
N 3.34894 -0.39496 -2.53419 1.32 -0.28 0.87
H -0.33987 1.06884 -1.36382 0.41 -0.08 -0.24
H 1.40030 0.90564 -1.45561 -0.37 -0.05 -0.32
H 0.45048 1.52281 -2.88632 0.13 -0.44 0.11
H 0.27900 -1.28654 -1.56441 -0.42 0.00 -0.54
H 1.41026 -0.61809 -4.38086 0.13 -0.17 0.42
H 2.74828 -3.52029 -2.45480 0.24 0.37 0.09
H 5.04831 0.85986 -1.06797 0.27 -0.09 -0.22
H 6.35404 -0.12669 -1.62735 -0.21 -0.37 0.26
H 3.20886 0.59124 -2.71768 -0.63 -0.33 -0.40
C 0.95097 -5.45331 0.04527 -0.05 0.01 0.30
C -0.29476 -6.06317 -0.57991 0.45 0.24 -0.50
C 0.05671 -6.94062 -1.77119 -0.14 -0.18 0.00
O -1.17866 -5.02301 -0.99545 -0.21 0.00 0.25
H 1.47455 -4.81750 -0.67845 0.01 -0.11 -0.10
H 0.68342 -4.81918 0.89224 -0.01 -0.06 0.01
H 1.63986 -6.22529 0.39184 0.03 0.05 -0.03
H -0.82673 -6.65430 0.16650 -0.12 0.14 -0.02
H 0.55178 -6.35375 -2.55233 0.08 0.03 0.08
H -0.84567 -7.36311 -2.21438 0.02 -0.01 0.06
H 0.71774 -7.75853 -1.47956 0.01 0.02 -0.04
H -0.71792 -4.49386 -1.65560 -0.04 -0.05 -0.05
C -1.93488 2.01037 2.95700 0.05 0.25 0.04
C -2.18515 1.49863 1.54854 0.10 -0.47 0.46
C -3.02841 0.23345 1.56351 -0.10 -0.02 -0.22
O -0.93550 1.23421 0.90353 -0.09 0.06 -0.54
H -1.39027 1.26814 3.54527 -0.12 -0.09 -0.05
H -1.32082 2.91287 2.93360 -0.06 0.01 -0.03
H -2.87271 2.23910 3.46598 0.02 -0.01 0.00
H -2.68956 2.26918 0.96207 0.15 -0.02 -0.11
H -2.51771 -0.56562 2.10874 -0.01 0.09 0.11
H -3.19395 -0.12927 0.54690 -0.05 0.06 0.01
H -3.99766 0.40966 2.03254 0.02 -0.04 0.00
H -0.47428 0.55481 1.41238 0.03 0.27 0.24
C 2.44091 2.64053 4.06787 -0.15 0.20 -0.12
C 1.50929 1.44729 4.20264 0.71 -0.11 0.07
C 2.09810 0.38459 5.11642 -0.19 -0.15 0.06
O 1.26226 0.88448 2.90846 -0.29 -0.08 -0.15
H 3.39772 2.33773 3.63117 0.02 -0.08 0.12
H 2.00922 3.39017 3.40225 -0.04 0.00 0.07
H 2.63246 3.10342 5.03669 0.03 -0.01 -0.03
H 0.54725 1.77655 4.59604 -0.06 -0.06 -0.19
H 3.04355 0.00802 4.71438 0.05 0.13 0.02
H 1.42316 -0.46921 5.19615 -0.03 0.06 0.04
H 2.27915 0.78013 6.11667 0.03 -0.02 -0.02
H 2.10753 0.58951 2.55090 0.00 0.03 0.16
C -4.64221 4.91911 -0.56295 -0.21 0.07 0.00
C -4.01806 4.70682 -1.93370 0.41 -0.02 0.56
C -3.14639 3.46058 -1.95664 0.04 -0.16 -0.20
O -3.23369 5.84545 -2.28363 -0.11 0.03 -0.29
H -3.86781 5.05617 0.19817 0.04 -0.11 -0.04
H -5.25657 5.82027 -0.55808 -0.02 -0.05 -0.04
H -5.26586 4.07009 -0.27588 0.02 0.02 0.03
H -4.80434 4.61805 -2.68488 0.09 0.15 -0.07
H -2.32273 3.54976 -1.24045 -0.09 0.02 0.10
H -2.69758 3.32492 -2.94281 -0.09 0.00 -0.01
H -3.72578 2.56779 -1.71102 0.04 -0.01 0.01
H -2.53403 5.93661 -1.62633 -0.08 0.01 -0.02


Record 6
9
Properties=species:S:1:pos:R:3:forces:R:3 method="wB97M-V/def2-TZVPD" lumo_energy_ha=-0.2807 relative_energy_kcal_mol=0.0 largest_force_ev_per_a=3.4 multiplicity=1 charge=+1 orbital_gap_ev=9.965 homo_ev=-17.60
C 1.04422 -0.11768 -0.07261 -1.21 -2.08 0.26
C 0.05383 -0.99748 0.00982 -1.57 2.08 -0.45
C 0.43927 1.17281 0.01308 0.53 -1.09 -0.47
C -1.28308 -0.30418 -0.04847 2.34 0.13 0.44
O -2.38943 -0.54116 -0.01049 -1.59 -0.12 -0.13
O -0.77457 1.23085 -0.05149 -2.45 0.20 -0.06
H 2.02710 -0.46753 -0.10221 1.66 0.42 0.07
H -0.05876 -2.01326 0.09959 0.56 -2.41 0.02
H 0.94141 2.03764 0.16279 1.73 2.87 0.33